The following is a quantum chemistry calculation of a 9-piece molecular cluster, C22H66N6O13 overall in a non-equilibrium geometry, from OMol25.

XYZ file:
```
107
Properties=species:S:1:pos:R:3:mulliken_charge:R:1
N 18.334 12.393 -6.938 -0.080
H 17.931 13.267 -6.539 0.221
H 18.814 12.518 -7.846 0.369
H 17.519 11.755 -7.070 0.292
H 19.065 12.035 -6.328 0.448
N 14.567 13.237 -6.995 0.227
O 14.741 12.835 -8.168 0.059
O 13.631 13.998 -6.715 -0.447
O 15.350 12.871 -6.080 -0.713
C 18.689 13.063 -10.857 -0.541
C 17.232 13.427 -10.856 -0.358
O 16.487 12.341 -10.294 -0.405
O 19.173 13.014 -9.492 -0.599
H 19.288 13.769 -11.441 0.384
H 18.810 12.083 -11.329 0.336
H 16.895 13.340 -11.899 0.353
H 16.932 14.405 -10.487 0.133
H 15.708 12.480 -9.717 0.158
H 20.011 12.541 -9.608 0.252
C 11.373 16.426 -9.613 -0.460
C 12.881 16.423 -9.304 -0.190
O 13.260 17.464 -8.448 -0.662
O 10.772 15.660 -8.561 -0.533
H 11.153 16.178 -10.649 0.386
H 10.977 17.439 -9.452 0.314
H 13.447 16.368 -10.252 0.423
H 13.186 15.413 -8.988 -0.084
H 12.840 17.275 -7.588 0.474
H 11.099 16.000 -7.710 0.405
C 17.707 15.957 -5.464 -0.765
C 16.900 16.230 -6.710 0.484
O 17.611 15.676 -7.837 -0.569
O 17.751 14.566 -5.103 -0.584
H 17.211 16.470 -4.630 0.332
H 18.685 16.426 -5.569 0.357
H 16.792 17.310 -6.880 0.540
H 15.883 15.826 -6.633 -0.403
H 17.245 16.040 -8.647 0.288
H 16.863 14.360 -4.783 0.250
C 9.825 11.345 -9.589 -1.676
C 11.077 11.831 -8.867 0.455
C 11.948 12.564 -9.896 0.514
O 12.311 11.718 -10.991 -0.515
C 13.262 10.749 -10.705 -0.463
N 10.678 12.723 -7.779 -0.362
H 9.259 12.209 -9.962 0.390
H 9.082 10.910 -8.914 0.384
H 10.109 10.672 -10.393 0.360
H 11.646 10.976 -8.484 0.148
H 12.887 12.850 -9.411 -0.395
H 11.442 13.411 -10.353 0.144
H 14.041 11.132 -10.026 0.008
H 13.814 10.511 -11.616 0.399
H 12.872 9.831 -10.252 0.285
H 10.025 13.370 -8.205 0.278
H 11.426 13.213 -7.310 -0.034
C 12.148 18.403 -4.536 -1.824
C 12.861 17.176 -5.070 1.104
C 13.391 16.295 -3.927 -0.634
O 14.247 17.099 -3.116 -0.431
C 14.646 16.439 -1.926 -0.768
N 11.939 16.379 -5.922 -0.714
H 11.178 18.116 -4.122 0.376
H 11.975 19.109 -5.351 0.384
H 12.706 18.940 -3.770 0.362
H 13.806 17.472 -5.539 0.129
H 13.997 15.447 -4.259 0.293
H 12.552 16.010 -3.272 0.378
H 15.147 15.483 -2.108 0.265
H 13.774 16.471 -1.259 0.356
H 15.381 17.062 -1.407 0.272
H 12.626 15.682 -6.277 0.297
H 11.514 15.658 -5.320 0.273
C 16.850 8.167 -9.525 -1.773
C 15.966 8.928 -8.543 1.611
C 15.821 8.117 -7.256 -0.817
O 14.937 7.020 -7.395 -0.403
C 13.576 7.398 -7.386 -0.582
N 16.512 10.260 -8.200 -0.458
H 17.903 8.297 -9.237 0.416
H 16.684 8.436 -10.565 0.347
H 16.734 7.092 -9.364 0.413
H 15.035 9.142 -9.089 -0.567
H 15.393 8.720 -6.446 0.398
H 16.830 7.793 -7.001 0.390
H 12.954 6.609 -6.958 0.308
H 13.223 7.580 -8.407 0.218
H 13.407 8.277 -6.751 0.222
H 16.765 10.769 -9.045 0.185
H 15.761 10.738 -7.710 -0.004
C 8.464 12.195 -3.805 -1.258
C 9.257 12.066 -2.512 0.467
C 10.650 12.657 -2.549 -0.326
O 11.608 11.853 -3.216 -0.430
C 11.559 11.913 -4.615 -0.509
N 8.521 12.647 -1.347 -0.711
H 8.676 11.452 -4.581 0.321
H 8.476 13.206 -4.206 0.211
H 7.441 11.844 -3.607 0.448
H 9.414 11.028 -2.191 0.162
H 11.095 12.806 -1.562 0.339
H 10.641 13.683 -2.965 0.060
H 11.544 12.907 -5.072 0.100
H 10.864 11.188 -5.034 0.277
H 12.536 11.597 -5.012 0.284
H 7.529 12.456 -1.441 0.271
H 8.600 13.661 -1.480 0.258
```

Summary:
LUMO, eV: -0.2
Energy relative to the best compared isomer or geometry (same formula, charge and spin), eV: 1.661
Spin multiplicity: 1
Energy, Ha: -2184.18381
Largest force on an atom, eV/A: 2.615
Kohn-Sham gap, eV: 7.9124

The following is a quantum chemistry calculation of C25H59BInKN3O11 as an isolated structure in a non-equilibrium geometry, from OMol25.

XYZ file:
```
101
Properties=species:S:1:pos:R:3:mulliken_charge:R:1
C -4.207 -1.428 -2.618 -1.641
C -3.261 -0.573 -3.443 0.275
O -2.192 -1.353 -4.008 -0.559
C -0.940 -0.702 -3.876 -1.130
C -0.379 -0.840 -2.465 1.415
C 1.126 -0.652 -2.369 -1.114
C 1.539 -0.760 -0.892 -0.320
C 1.345 0.578 -0.129 -0.629
In -0.367 0.425 1.256 1.095
N -2.069 -0.468 0.342 -0.242
C 0.124 -0.618 3.168 -1.073
C 0.573 -2.073 3.055 0.014
O -0.367 -2.940 3.708 -0.433
C -0.689 -4.109 3.009 -0.720
C -1.419 -3.893 1.692 -0.255
C -1.013 2.482 1.832 -0.829
B -2.481 2.699 1.438 0.313
O -2.879 3.530 0.383 -0.678
O -3.515 2.082 2.151 -0.527
H -4.625 -0.859 -1.789 0.306
H -5.048 -1.756 -3.223 0.418
H -3.700 -2.296 -2.208 0.615
H -3.844 -0.080 -4.215 0.408
H -2.859 0.205 -2.799 0.055
H -1.088 0.363 -4.064 0.513
H -0.242 -1.122 -4.596 0.291
H -0.667 -1.809 -2.050 -0.147
H -0.801 -0.020 -1.891 -0.454
H 1.635 -1.422 -2.951 0.501
H 1.422 0.350 -2.670 0.310
H 2.585 -1.070 -0.828 0.374
H 0.936 -1.554 -0.433 -0.058
H 1.251 1.391 -0.838 0.069
H 2.238 0.795 0.457 0.249
H -2.398 0.140 -0.400 0.051
H -1.776 -1.337 -0.077 -0.450
H 0.879 -0.033 3.696 0.052
H -0.775 -0.594 3.780 0.462
H 0.774 -2.398 2.033 0.240
H 1.526 -2.186 3.593 0.088
H -1.369 -4.660 3.659 0.329
H 0.174 -4.768 2.866 0.312
H -2.449 -3.563 1.829 0.242
H -1.412 -4.843 1.151 0.420
H -0.901 -3.178 1.053 -0.060
H -0.398 3.229 1.330 0.171
H -0.920 2.594 2.913 0.235
H -3.162 3.034 -0.396 0.282
H -3.379 1.127 2.151 0.260
C 8.110 -1.786 6.451 -1.370
C 7.434 -2.274 5.186 -0.223
N 6.377 -1.375 4.725 0.230
C 5.801 -1.426 3.474 -0.877
C 4.839 -0.477 3.435 -0.424
N 4.832 0.145 4.660 0.216
C 5.775 -0.409 5.431 -0.221
C 3.948 1.227 5.086 -0.900
H 7.407 -1.724 7.282 0.378
H 8.897 -2.482 6.734 0.370
H 8.555 -0.802 6.305 0.383
H 6.989 -3.259 5.347 0.311
H 8.161 -2.363 4.380 0.358
H 6.138 -2.138 2.744 0.465
H 4.145 -0.171 2.669 0.812
H 5.997 -0.120 6.440 0.375
H 4.541 2.104 5.335 0.344
H 3.382 0.903 5.957 0.371
H 3.260 1.470 4.282 0.321
K -3.331 -3.257 -0.739 0.860
C -0.227 0.315 -7.891 -0.610
O -0.928 0.944 -6.833 -0.414
H 0.637 0.932 -8.125 0.225
H 0.120 -0.683 -7.601 0.256
H -0.853 0.228 -8.785 0.275
H -1.693 0.397 -6.625 0.270
C -7.967 1.154 -1.374 -0.454
C -7.775 0.420 -0.109 0.731
O -8.386 -0.567 0.271 -0.689
C -6.616 1.020 0.643 -0.687
H -8.765 0.758 -2.001 0.288
H -8.161 2.210 -1.195 0.302
H -7.016 1.076 -1.921 -0.193
H -6.805 2.033 0.994 0.373
H -5.765 0.998 -0.040 0.020
H -6.397 0.423 1.532 0.293
C 5.100 2.032 -2.060 -1.001
C 3.908 2.942 -2.394 -0.571
O 2.726 2.282 -2.216 -0.734
H 5.109 1.154 -2.710 0.260
H 6.050 2.564 -2.199 0.408
H 5.050 1.700 -1.020 0.089
H 4.107 3.319 -3.424 0.268
H 4.047 3.853 -1.764 0.281
C -5.515 2.252 -3.603 0.427
O -4.782 2.872 -4.436 -0.811
O -6.801 2.407 -3.540 -0.796
O -4.977 1.379 -2.744 -0.632
O 0.116 3.139 -3.120 -0.243
H 1.036 2.721 -2.923 0.444
H 0.198 4.099 -3.227 0.447
H -0.523 2.921 -2.416 0.354
```

Summary:
LUMO, eV: 0.0
Spin multiplicity: 1
Energy, Ha: -2794.49189
Largest force on an atom, eV/A: 2.710
Kohn-Sham gap, eV: 0.9769
Charge: -1

The following is a quantum chemistry calculation of C16H16Br2N6OPt as an isolated structure, from OMol25.

XYZ file:
```
42
Properties=species:S:1:pos:R:3:nbo_charge:R:1
Pt 0.918 -0.350 -0.238 -0.155
Br 0.859 -5.535 -3.702 0.103
C -0.479 -4.442 -2.962 -0.238
C -1.869 -4.807 -3.185 -0.215
C -2.989 -4.207 -2.766 -0.062
Br -4.568 -5.127 -3.353 0.050
C -3.227 -2.984 -1.947 -0.167
C -4.528 -2.585 -1.660 -0.126
C -4.797 -1.452 -0.907 -0.276
C -3.728 -0.720 -0.444 0.063
N -2.468 -1.064 -0.693 -0.415
C -2.222 -2.140 -1.405 0.410
C -0.137 -3.379 -2.259 0.494
O 1.050 -2.828 -1.896 -0.455
H -1.992 -5.701 -3.780 0.244
H -5.352 -3.171 -2.034 0.233
H -5.814 -1.156 -0.693 0.225
H -3.868 0.176 0.149 0.197
N -0.861 -2.393 -1.593 -0.476
C 0.350 -1.802 -1.215 0.442
C 2.816 1.010 1.628 -0.079
N 3.329 2.149 2.370 -0.463
C 2.308 2.585 3.325 -0.079
N 1.061 2.968 2.655 -0.463
C 0.564 1.824 1.910 -0.075
N 1.553 1.350 0.903 -0.510
C 1.854 2.493 -0.011 -0.079
N 2.362 3.642 0.719 -0.462
C 3.580 3.244 1.431 -0.079
C 1.362 4.046 1.709 -0.079
H 2.604 0.185 2.308 0.214
H 3.547 0.679 0.891 0.218
H 2.686 3.441 3.885 0.200
H 2.101 1.771 4.023 0.201
H -0.352 2.091 1.382 0.212
H 0.351 0.998 2.589 0.213
H 0.934 2.759 -0.532 0.213
H 2.588 2.156 -0.742 0.217
H 3.965 4.104 1.981 0.200
H 4.329 2.927 0.704 0.202
H 0.444 4.333 1.193 0.200
H 1.738 4.909 2.262 0.200
```

Summary:
LUMO, eV: -0.4
Energy relative to the best compared isomer or geometry (same formula, charge and spin), eV: 1.559
Spin multiplicity: 1
Energy, Ha: -6290.31921
Largest force on an atom, eV/A: 0.481
Kohn-Sham gap, eV: 6.9787

energy of number 2 (C25H59BInKN3O11)? -2794.49189 Ha

The lowest Kohn-Sham gap belongs to which entry? C25H59BInKN3O11